[1]
{"formula": "C31H49BN2O22S", "method": "ωB97M-V with the def2-TZVPD basis set", "elements": ["S", "O", "O", "O", "O", "O", "O", "O", "O", "O", "O", "O", "O", "O", "O", "O", "O", "O", "O", "O", "O", "O", "O", "N", "N", "C", "C", "C", "C", "C", "C", "C", "C", "C", "C", "C", "C", "C", "C", "C", "C", "C", "C", "C", "C", "C", "C", "C", "C", "C", "C", "C", "C", "C", "C", "C", "B", "H", "H", "H", "H", "H", "H", "H", "H", "H", "H", "H", "H", "H", "H", "H", "H", "H", "H", "H", "H", "H", "H", "H", "H", "H", "H", "H", "H", "H", "H", "H", "H", "H", "H", "H", "H", "H", "H", "H", "H", "H", "H", "H", "H", "H", "H", "H", "H", "H"], "xyz": [[-0.107, 0.023, 0.290], [1.523, -7.565, -0.451], [-6.915, -2.901, -7.170], [3.575, -4.606, 0.304], [-7.027, -0.909, -6.126], [-7.311, -2.827, -4.979], [0.283, -5.875, -1.255], [4.256, 2.282, -0.246], [8.821, 4.799, 0.005], [-6.258, 1.347, -2.495], [2.327, -4.912, 2.125], [7.894, 4.322, -1.994], [5.479, 1.045, 1.140], [0.557, -0.010, 1.726], [4.527, 2.945, 1.882], [6.606, 4.915, -0.244], [-0.697, -7.750, -0.471], [-0.791, -1.231, 0.173], [-5.538, 1.482, -0.365], [-0.376, 4.270, 3.545], [4.251, -6.059, 1.887], [0.852, 0.217, -0.759], [-5.234, -0.395, -1.564], [-2.482, 2.856, -1.356], [-3.869, 0.092, 3.406], [-6.009, 0.418, -3.565], [0.216, 2.450, 1.758], [-6.815, -4.252, -6.706], [1.222, -8.735, 0.316], [-5.756, -0.869, -2.813], [-1.939, 1.380, 2.700], [-1.292, 2.104, 1.526], [1.181, 1.104, 3.736], [-0.194, -9.045, -0.121], [4.894, 1.294, -1.067], [2.327, -3.931, 0.051], [-1.250, 2.132, -1.058], [1.757, -3.784, 1.441], [6.857, 5.033, 1.161], [1.052, 1.254, 2.224], [8.322, 5.406, 1.204], [1.757, -0.198, 4.087], [3.462, -5.267, 1.476], [-2.434, 4.283, -1.047], [-7.528, -4.187, -5.372], [2.023, 5.121, 1.185], [-3.463, 1.205, 2.543], [-5.669, 0.871, -1.382], [5.306, 0.254, -0.046], [-1.382, 1.300, 0.212], [2.164, -1.266, 4.406], [7.785, 4.650, -0.857], [-7.080, -2.097, -6.098], [4.737, 2.162, 1.004], [1.929, 4.381, 2.539], [0.358, -6.961, -0.776], [0.505, 3.731, 2.662], [-8.602, -4.359, -5.461], [-3.334, -0.741, 3.184], [0.671, -3.830, 1.464], [-1.800, 3.063, 1.432], [-1.796, 1.910, 3.638], [-6.671, -1.430, -2.624], [8.484, 6.484, 1.149], [-3.446, 4.636, -0.876], [-2.339, 0.789, 0.174], [3.052, 5.178, 0.850], [2.497, -2.976, -0.442], [-4.845, -0.139, 3.262], [-3.750, 1.060, 1.502], [-6.857, 0.360, -4.233], [-7.118, -4.870, -4.632], [6.216, 5.788, 1.606], [1.868, 1.847, 4.132], [2.404, -2.191, 4.859], [1.926, -9.531, 0.090], [-7.285, -4.933, -7.410], [-1.890, 4.484, -0.117], [4.202, 0.913, -1.813], [-0.798, -9.489, 0.666], [-1.528, 0.387, 2.862], [-1.040, 1.440, -1.870], [6.228, -0.258, -0.303], [2.059, 1.395, 1.836], [-3.922, 2.096, 2.966], [-3.275, 2.421, -0.901], [1.425, 4.644, 0.410], [8.838, 5.014, 2.076], [6.654, 4.074, 1.635], [2.691, 3.608, 2.577], [0.596, 2.704, 0.768], [-5.037, -1.519, -3.305], [-0.230, -9.685, -1.004], [1.651, 6.136, 1.292], [2.042, 5.101, 3.344], [1.707, -4.566, -0.582], [2.075, -2.866, 1.939], [0.221, 1.157, 4.237], [1.292, -8.487, 1.376], [-1.273, 3.917, 3.455], [-1.943, 4.853, -1.830], [5.746, 1.755, -1.569], [4.525, -0.485, 0.138], [-5.761, -4.512, -6.606], [-0.422, 2.836, -1.051], [-5.136, 0.757, -4.124]], "mulliken_charge": [1.744, -0.292, -0.329, -0.394, -0.504, -0.294, -0.602, -0.285, -0.336, -0.342, -0.401, -0.544, -0.398, -0.325, -0.707, -0.300, -0.329, -0.802, -0.528, -0.638, -0.582, -0.796, -0.331, -0.301, -0.685, -0.316, -0.279, -0.339, -0.309, -0.132, -1.784, 0.131, -0.220, -0.308, -0.361, 0.201, -1.000, -0.033, -0.123, 0.162, -0.388, -1.210, 0.681, -0.806, -0.313, -0.884, 0.160, 0.640, -0.157, -0.870, -0.204, 0.670, 0.649, 0.891, 0.095, 0.653, 1.348, 0.249, 0.249, 0.333, 0.920, 0.500, 0.227, 0.254, 0.356, 1.064, 0.116, 0.227, 0.282, -0.104, 0.292, 0.310, 0.336, 0.455, 0.550, 0.305, 0.296, 0.203, 0.315, 0.295, 0.274, 0.393, 0.373, 0.047, 0.309, 0.218, 0.119, 0.304, 0.162, -0.045, -0.685, 0.290, 0.253, 0.370, 0.366, -0.050, 0.028, 0.339, 0.251, 0.395, 0.297, 0.229, 0.054, 0.266, 0.227, 0.244], "gap_ev": 9.108, "lumo_energy_ha": 0.010, "smiles": "C#CC[C@H]1OS(=O)(=O)[C@H](CNC)[C@@H](CCN)[C@H]1B(O)CC.O=C1OCCO1.O=C1OCCO1.O=C1OCCO1.O=C1OCCO1.O=C1OCCO1.O=C1OCCO1", "homo_energy_ev": -8.8}

---

[2]
{"formula": "C31H49OSn", "method": "ωB97M-V with the def2-TZVPD basis set", "elements": ["Sn", "O", "C", "C", "C", "C", "C", "C", "C", "C", "C", "C", "C", "C", "C", "C", "C", "C", "C", "C", "C", "C", "C", "C", "C", "C", "C", "C", "C", "C", "C", "C", "C", "H", "H", "H", "H", "H", "H", "H", "H", "H", "H", "H", "H", "H", "H", "H", "H", "H", "H", "H", "H", "H", "H", "H", "H", "H", "H", "H", "H", "H", "H", "H", "H", "H", "H", "H", "H", "H", "H", "H", "H", "H", "H", "H", "H", "H", "H", "H", "H", "H"], "xyz": [[0.110, 0.026, 2.619], [-1.288, 8.536, 5.513], [-2.678, 4.560, 1.839], [-0.446, 2.094, 3.292], [5.476, 1.725, 3.142], [-1.241, -1.013, 1.257], [-4.244, 2.127, 4.025], [-2.822, 6.971, 4.612], [-2.785, 3.498, -1.737], [1.015, -2.779, 3.646], [3.112, 0.845, 2.770], [-1.438, 3.576, -2.124], [-0.840, 4.338, 0.104], [-2.693, -3.093, 1.833], [-0.483, 4.021, -1.205], [0.407, -1.462, 4.175], [-4.032, -3.509, 2.440], [-2.530, -1.574, 1.887], [-1.774, 2.223, 3.897], [-1.533, 7.559, 4.602], [-2.957, 2.096, 3.242], [-0.561, 7.089, 3.686], [4.455, 1.219, 2.125], [3.020, -4.348, 3.571], [-3.098, 5.930, 3.769], [2.462, -3.023, 4.090], [-3.108, 1.601, 1.848], [0.078, 8.990, 5.646], [2.065, 0.389, 1.747], [-3.164, 3.886, -0.464], [-2.202, 4.291, 0.515], [-2.167, 5.489, 2.778], [-0.857, 6.042, 2.836], [-4.068, 5.435, 3.824], [-5.071, 2.507, 3.411], [0.393, -3.622, 3.995], [2.498, -3.012, 5.187], [4.279, 1.987, 1.362], [-0.048, 5.656, 2.227], [3.101, -2.194, 3.753], [2.744, 1.717, 3.334], [-4.226, 3.921, -0.202], [0.560, 4.123, -1.510], [-1.475, -0.270, 0.483], [4.000, -4.542, 4.014], [-4.052, -3.327, 3.519], [-4.854, -2.944, 1.988], [-0.062, 4.649, 0.796], [0.969, -2.825, 2.544], [-0.312, 2.676, 2.365], [0.765, 8.147, 5.815], [-3.537, 3.133, -2.438], [-0.621, -1.801, 0.811], [-3.920, 2.124, 1.326], [4.853, 0.341, 1.601], [3.140, -4.332, 2.483], [-3.432, 0.556, 1.833], [-3.561, 7.356, 5.307], [-1.794, 2.460, 4.967], [2.359, -5.182, 3.829], [-1.860, -3.587, 2.348], [1.027, -0.977, 4.939], [-3.387, -1.163, 1.329], [-1.143, 3.306, -3.138], [0.429, 7.552, 3.670], [-2.647, -1.237, 2.932], [-3.729, 4.317, 2.019], [-0.601, -1.627, 4.577], [0.055, 9.641, 6.517], [-4.514, 1.105, 4.347], [5.693, 0.960, 3.897], [0.384, 9.558, 4.756], [-2.190, 1.679, 1.259], [-4.217, -4.571, 2.268], [6.412, 1.979, 2.637], [1.901, 1.150, 0.972], [0.360, 2.294, 4.016], [2.369, -0.544, 1.255], [3.286, 0.050, 3.516], [5.109, 2.622, 3.653], [-2.648, -3.404, 0.782], [-4.159, 2.750, 4.922]], "mulliken_charge": [0.487, -0.487, -1.162, -0.726, -1.264, -1.448, -1.999, -0.683, -0.657, -0.271, -0.061, -0.524, -0.255, -0.465, -0.937, -1.300, -1.365, -0.537, -0.964, 0.893, 2.007, -0.671, -0.460, -1.405, -0.724, -0.007, -0.775, -0.856, -1.244, -0.345, 0.750, 1.341, -0.590, 0.307, 0.365, 0.384, 0.354, 0.339, 0.152, -0.094, 0.155, 0.378, 0.359, 0.642, 0.412, 0.306, 0.313, 0.195, 0.173, 0.063, 0.348, 0.346, 0.616, 0.388, 0.311, 0.310, 0.014, 0.386, 0.152, 0.316, 0.192, 0.559, 0.541, 0.348, 0.331, 0.403, 0.184, 0.459, 0.243, 0.352, 0.299, 0.303, -0.028, 0.406, 0.385, 0.571, 0.593, 0.425, 0.058, 0.307, 0.381, 0.401], "gap_ev": 4.222, "lumo_energy_ha": 0.091, "homo_energy_ev": -1.8, "total_charge": -1, "relative_energy_kj_mol": 0.0}

---

[3]
{"formula": "C31H50AsN2O4PRuSSi3", "method": "ωB97M-V with the def2-TZVPD basis set", "elements": ["Ru", "As", "S", "P", "Si", "Si", "Si", "O", "O", "O", "O", "N", "N", "C", "C", "C", "C", "C", "C", "C", "C", "C", "C", "C", "C", "C", "C", "C", "C", "C", "C", "C", "C", "C", "C", "C", "C", "C", "C", "C", "C", "C", "C", "C", "H", "H", "H", "H", "H", "H", "H", "H", "H", "H", "H", "H", "H", "H", "H", "H", "H", "H", "H", "H", "H", "H", "H", "H", "H", "H", "H", "H", "H", "H", "H", "H", "H", "H", "H", "H", "H", "H", "H", "H", "H", "H", "H", "H", "H", "H", "H", "H", "H", "H"], "xyz": [[-0.927, -1.259, 0.071], [1.216, 3.740, 0.601], [-3.836, -1.945, 0.280], [-2.462, 2.121, -0.933], [2.039, 4.555, -1.391], [2.197, 5.318, 1.953], [-0.384, -0.636, 2.284], [-1.434, 1.069, -0.648], [-2.808, -2.151, 1.305], [-5.056, -1.321, 0.705], [-2.014, -1.808, -2.843], [-3.071, -1.218, -0.914], [0.663, -0.545, -1.003], [2.913, 0.228, -0.526], [2.019, 7.129, 1.427], [-4.296, -5.566, -2.321], [3.645, -2.236, 0.445], [2.348, -2.082, -0.054], [1.375, 5.194, 3.651], [1.332, 0.082, 2.527], [1.385, -3.212, -0.005], [4.189, 0.051, -0.023], [-0.247, -5.469, 0.174], [-1.605, 0.689, 2.812], [-0.498, -2.118, 3.442], [-3.561, -3.364, -1.819], [2.006, -0.821, -0.537], [-4.913, -5.645, -1.073], [-3.418, 2.658, 0.487], [-2.814, -2.054, -1.962], [-3.604, -4.423, -2.705], [3.865, 5.060, -1.447], [4.043, 5.061, 2.289], [-1.771, 3.620, -1.627], [-0.003, -3.026, 0.185], [-0.778, -4.197, 0.291], [1.908, -4.505, -0.138], [-3.683, 1.576, -2.143], [1.120, 6.053, -2.108], [4.557, -1.195, 0.461], [1.903, 3.219, -2.736], [-4.171, -3.457, -0.582], [1.111, -5.629, -0.056], [-4.856, -4.585, -0.176], [-3.149, 1.073, -2.950], [0.260, -2.856, 3.165], [0.966, 7.376, 1.276], [-0.896, -6.334, 0.252], [4.637, 5.142, 1.377], [-3.886, 1.795, 0.961], [-5.319, -4.640, 0.799], [2.544, 7.331, 0.491], [2.426, 7.799, 2.191], [-2.561, 4.360, -1.768], [-2.642, 0.391, 2.645], [-4.355, 0.854, -1.685], [-1.478, 0.916, 3.875], [1.544, -6.614, -0.173], [2.122, -0.635, 2.290], [-5.439, -6.550, -0.795], [4.508, 4.257, -1.080], [0.511, -0.897, -1.949], [1.440, 0.368, 3.579], [0.096, 5.787, -2.381], [-2.762, 3.152, 1.205], [-1.472, -2.605, 3.403], [5.542, -1.353, 0.881], [1.486, 0.982, 1.924], [1.062, 6.858, -1.374], [-1.837, -4.109, 0.484], [2.025, 3.652, -3.734], [0.935, 2.712, -2.702], [-3.100, -4.352, -3.659], [4.866, 0.894, 0.020], [4.210, 4.066, 2.708], [-1.307, 3.403, -2.589], [4.153, 5.289, -2.478], [0.312, 5.439, 3.579], [4.414, 5.803, 3.006], [2.676, 2.457, -2.613], [-4.195, 3.349, 0.156], [-4.250, 2.423, -2.532], [-1.383, 1.592, 2.238], [1.453, 4.175, 4.037], [0.477, 0.461, -1.008], [2.965, -4.631, -0.336], [2.591, 1.210, -0.842], [-4.349, -6.411, -2.994], [1.620, 6.437, -3.004], [-1.015, 4.010, -0.940], [1.838, 5.872, 4.375], [4.061, 5.947, -0.841], [-0.303, -1.796, 4.470], [3.928, -3.186, 0.878]], "mulliken_charge": [-0.529, 0.163, 1.137, 0.803, 0.408, 0.188, 1.442, -0.095, -0.750, -0.799, -0.700, -0.274, -0.060, 0.196, -1.112, -0.506, -1.078, 1.460, -1.126, -0.772, 0.866, -0.875, -0.851, -0.878, -1.236, 0.613, -0.042, -0.569, -1.285, 0.364, -0.636, -1.173, -1.083, -0.813, 0.036, -0.064, -0.925, -1.371, -1.128, -0.781, -1.013, -0.107, -0.784, -0.609, 0.294, 0.224, 0.270, 0.452, 0.305, 0.291, 0.492, 0.268, 0.374, 0.462, 0.258, 0.255, 0.485, 0.360, 0.184, 0.406, 0.243, 0.236, 0.460, 0.273, 0.333, 0.207, 0.375, -0.118, 0.260, 0.578, 0.414, 0.008, 0.517, 0.449, 0.266, 0.361, 0.388, 0.283, 0.309, 0.361, 0.450, 0.478, -0.166, 0.261, 0.248, 0.488, 0.069, 0.401, 0.331, -0.244, 0.307, 0.257, 0.416, 0.471], "spin_multiplicity": 2, "gap_ev": [5.470, 5.359], "lumo_energy_ha": [0.080, 0.076], "homo_energy_ev": [-3.3, -3.3], "total_charge": -1, "relative_energy_kj_mol": 92.2, "s2": 0.757}

---

[4]
{"formula": "C31H50BO15P", "method": "ωB97M-V with the def2-TZVPD basis set", "elements": ["P", "O", "O", "O", "O", "O", "O", "O", "O", "O", "O", "O", "O", "O", "O", "O", "C", "C", "C", "C", "C", "C", "C", "C", "C", "C", "C", "C", "C", "C", "C", "C", "C", "C", "C", "C", "C", "C", "C", "C", "C", "C", "C", "C", "C", "C", "C", "B", "H", "H", "H", "H", "H", "H", "H", "H", "H", "H", "H", "H", "H", "H", "H", "H", "H", "H", "H", "H", "H", "H", "H", "H", "H", "H", "H", "H", "H", "H", "H", "H", "H", "H", "H", "H", "H", "H", "H", "H", "H", "H", "H", "H", "H", "H", "H", "H", "H", "H"], "xyz": [[-3.637, -2.793, 3.489], [-1.875, -4.166, 5.296], [3.623, -1.436, 1.006], [-5.005, 1.573, 2.315], [5.614, -0.609, 0.998], [-6.221, -2.662, 2.523], [7.822, 4.504, -3.758], [1.086, 5.011, -3.799], [1.473, 6.830, -5.079], [-1.869, -2.647, 1.475], [9.433, 3.451, -2.569], [3.085, 5.816, -3.858], [-4.345, 2.966, 0.807], [4.692, -1.207, -0.974], [-5.314, 1.033, 0.145], [7.417, 2.688, -2.480], [-0.290, 5.077, -4.179], [2.710, -3.472, 0.013], [-7.147, -3.541, 2.005], [-5.662, 0.354, 2.678], [-3.251, -5.867, 3.999], [-8.985, -5.287, 0.881], [10.395, 4.414, -3.024], [0.024, -3.495, 2.598], [10.314, 5.703, -2.235], [-5.464, -3.198, 3.613], [0.743, -5.776, 2.302], [6.801, -0.245, 0.289], [-9.047, -5.002, 2.238], [-1.036, -3.712, 1.724], [-0.315, -5.987, 1.425], [-1.202, -4.960, 1.133], [6.031, 2.806, -2.821], [-8.019, -4.682, 0.084], [0.910, -4.523, 2.883], [-8.129, -4.122, 2.800], [-3.243, -2.900, 1.665], [-4.932, 1.785, 1.004], [-4.206, 3.359, -0.566], [8.189, 3.636, -3.009], [2.491, -2.010, 0.330], [3.913, 8.084, -3.525], [-5.498, 3.914, -1.124], [4.044, 6.791, -4.302], [1.847, 5.976, -4.318], [4.647, -1.104, 0.225], [-7.097, -3.808, 0.644], [-2.854, -4.389, 4.345], [5.895, 2.877, -3.897], [-4.310, -5.998, 3.769], [-2.257, -3.837, 6.117], [0.133, -2.525, 3.059], [1.801, -3.907, -0.405], [-5.584, -4.281, 3.650], [-0.393, 5.123, -5.261], [9.362, 6.204, -2.404], [3.944, 6.956, -5.374], [1.440, -6.569, 2.525], [-5.238, -0.494, 2.153], [2.956, 8.565, -3.726], [-9.694, -5.978, 0.450], [-5.340, 4.295, -2.133], [-3.846, 2.515, -1.154], [2.975, -4.023, 0.915], [3.518, -3.596, -0.707], [-0.767, 5.944, -3.725], [-5.839, -2.791, 4.552], [-6.728, 0.424, 2.467], [-5.864, 4.728, -0.496], [2.269, -1.433, -0.568], [-5.513, 0.224, 3.746], [-3.573, -3.835, 1.208], [-3.797, -2.103, 1.176], [-9.789, -5.447, 2.883], [-7.998, -4.902, -0.973], [-6.347, -3.328, 0.031], [-2.999, -6.538, 4.820], [-0.448, -6.959, 0.972], [6.572, 0.414, -0.545], [-2.704, -6.210, 3.118], [5.016, 6.337, -4.121], [7.316, -1.134, -0.070], [-3.430, 4.123, -0.562], [10.261, 4.589, -4.091], [3.974, 7.890, -2.454], [5.599, 3.677, -2.331], [11.361, 3.936, -2.878], [11.117, 6.377, -2.533], [4.710, 8.772, -3.804], [10.405, 5.500, -1.167], [-2.018, -5.125, 0.444], [1.727, -4.362, 3.570], [7.440, 0.279, 0.993], [5.537, 1.909, -2.457], [-8.148, -3.875, 3.852], [-6.268, 3.145, -1.163], [1.659, -1.890, 1.021], [-0.751, 4.167, -3.804]], "mulliken_charge": [-0.401, -0.684, -0.411, -0.379, -0.357, -0.100, -0.573, -0.328, -0.559, -0.551, -0.364, -0.312, -0.399, -0.570, -0.578, -0.257, -0.651, -1.030, 0.014, -0.058, -0.827, -0.462, -0.168, -0.198, -1.089, -0.670, -0.607, -0.362, -0.552, 0.531, -0.547, -0.403, -0.643, -0.583, -0.655, -0.129, -0.324, 0.746, -0.128, 0.735, -0.023, -1.148, -1.109, -0.088, 0.753, 0.772, -0.165, 0.795, 0.300, 0.303, 0.289, 0.488, 0.259, 0.434, 0.305, 0.305, 0.325, 0.471, -0.209, 0.313, 0.381, 0.355, 0.304, 0.261, 0.424, 0.289, 0.288, 0.317, 0.293, 0.357, 0.286, 0.191, 0.181, 0.371, 0.386, 0.423, 0.282, 0.462, 0.051, 0.223, 0.223, 0.299, 0.273, 0.303, 0.286, 0.320, 0.297, 0.355, 0.374, 0.292, 0.456, 0.439, 0.227, 0.168, 0.408, 0.311, 0.135, 0.221], "gap_ev": 8.450, "lumo_energy_ha": 0.007, "smiles": "CB(O)P(COc1ccccc1)COc1ccccc1.CCOC(=O)OC.CCOC(=O)OC.CCOC(=O)OC.CCOC(=O)OC", "homo_energy_ev": -8.3}